Arrangement A

A 9-piece molecular cluster, C5H26NO10 overall, computed with wB97M-V/def2-TZVPD.

```
42
Properties=species:S:1:pos:R:3:nbo_charge:R:1
O -0.21 -1.87 -0.53 -0.557
C -1.03 -1.46 -1.31 0.442
C -1.76 -0.16 -0.88 -0.145
C -0.95 0.97 -1.53 -0.442
C -1.73 2.29 -1.49 -0.528
C -0.92 3.40 -0.84 0.464
O -0.63 3.30 0.33 -0.546
N -1.67 -0.11 0.61 -0.716
H -1.18 -1.80 -2.34 0.206
H -2.81 -0.17 -1.17 0.228
H 0.02 1.06 -1.03 0.257
H -0.70 0.65 -2.54 0.267
H -2.24 2.52 -2.43 0.243
H -2.59 2.29 -0.79 0.223
H -0.71 4.30 -1.44 0.138
H -1.64 0.88 0.89 0.438
H -0.80 -0.55 0.92 0.501
H -2.52 -0.54 0.97 0.462
H 3.09 -0.96 -2.32 0.482
H 2.22 -1.79 -1.43 0.510
O 2.22 -0.91 -1.89 -0.981
H 1.68 0.68 1.18 0.513
H 0.65 1.73 1.62 0.520
O 0.75 0.79 1.38 -1.037
H -0.68 -0.53 3.58 0.474
H 0.51 -0.60 2.59 0.506
O -0.19 -1.13 3.01 -0.988
H 2.91 -0.84 -0.15 0.499
H 3.99 0.10 0.48 0.482
O 3.14 -0.33 0.64 -0.992
H -3.12 -2.48 2.46 0.485
H -1.69 -2.66 2.07 0.504
O -2.53 -2.35 1.71 -0.974
H 0.70 2.57 4.06 0.491
H 1.33 3.45 2.91 0.490
O 0.66 2.80 3.13 -0.962
H 1.93 -2.77 0.67 0.499
H 3.40 -2.77 0.44 0.493
O 2.58 -2.77 -0.05 -0.949
H 0.82 -1.01 -3.14 0.499
H 0.43 -1.60 -4.53 0.489
O 0.10 -1.10 -3.77 -0.988
```

Summary:
Total charge: +1
Gap between HOMO and LUMO (eV): 10.71
E_LUMO (eV): -2.343
Highest occupied orbital energy (eV): -13.1

Arrangement B

A 9-piece molecular cluster, C5H26NO10 overall, computed with wB97M-V/def2-TZVPD.

```
42
Properties=species:S:1:pos:R:3:nbo_charge:R:1
O 1.40 0.80 2.30 -0.590
C 0.52 1.53 1.89 0.821
O 0.60 2.83 2.18 -0.704
C -0.84 1.01 1.42 -0.154
C -0.59 -0.31 0.69 -0.490
C -1.66 -0.65 -0.22 -0.210
C -1.51 -1.54 -1.20 -0.374
N -1.53 2.04 0.60 -0.706
H 1.06 3.09 2.99 0.535
H -1.54 0.74 2.23 0.269
H 0.43 -0.35 0.27 0.226
H -0.54 -1.09 1.48 0.301
H -2.70 -0.36 0.00 0.208
H -2.32 -2.03 -1.72 0.211
H -0.62 -2.12 -1.51 0.199
H -1.01 2.09 -0.31 0.507
H -2.53 1.82 0.56 0.454
H -1.50 2.99 1.02 0.446
H 1.69 -1.15 -4.18 0.484
H 1.75 -2.26 -3.05 0.488
O 1.26 -1.90 -3.77 -0.963
H 1.05 -2.89 1.60 0.496
H 0.56 -4.30 1.83 0.488
O 0.73 -3.48 2.31 -0.941
H -0.63 -2.65 2.74 0.502
H -1.75 -2.13 3.74 0.482
O -1.43 -2.06 2.84 -1.012
H 1.24 1.09 -1.45 0.511
H 0.27 2.02 -2.22 0.510
O 0.64 1.85 -1.31 -1.016
H 3.35 -0.13 -1.80 0.485
H 2.33 -0.86 -0.87 0.505
O 2.43 -0.39 -1.74 -1.006
H -2.07 1.46 -2.40 0.501
H -2.96 2.61 -2.37 0.480
O -2.64 1.93 -1.76 -0.987
H -1.02 0.65 -4.09 0.493
H -0.14 -0.21 -3.10 0.523
O -0.53 0.66 -3.27 -0.996
H 3.17 -1.51 1.07 0.500
H 2.02 -0.54 1.34 0.515
O 2.27 -1.30 0.78 -0.993
```

Summary:
Total charge: +1
Gap between HOMO and LUMO (eV): 9.59
E_LUMO (eV): -2.909
Highest occupied orbital energy (eV): -12.5

Verdict on stability: arrangement A comes out on top.